Here is a molecular structure, C2HN2O at a distorted geometry from OMol25. Energies are from ωB97M-V/def2-TZVPD.

Results
- Electronic energy: -7101.610 eV
- Net charge: +1
- Energy relative to the best compared isomer or geometry (same formula, charge and spin): 90.5 kcal/mol
- F_max: 0.120 Eh/bohr

```
6
Properties=species:S:1:pos:R:3:forces:R:3
C -0.16999 -0.95163 0.21490 -1.638 0.258 -1.395
C 0.30154 0.91345 -0.07698 -0.379 0.263 -0.726
N 0.78010 -0.06305 0.60871 4.852 2.475 2.922
N -0.61922 -2.04800 0.24426 -0.730 -1.892 0.114
O -0.68437 0.17964 -0.57608 -2.691 -0.341 -1.757
H 0.39194 1.96960 -0.41481 0.586 -0.762 0.843
```
Positions in Å, forces in eV/Å.

=====

Here is 8 unconnected molecules or ions with the total composition C31H66F3N12O11 at a distorted geometry from OMol25. Energies are from ωB97M-V/def2-TZVPD.

Results
- Electronic energy: -81766.620 eV
- Net charge: +1
- F_max: 0.077 Eh/bohr

```
123
Properties=species:S:1:pos:R:3:forces:R:3
N 3.31081 1.82873 1.59385 -0.707 -0.393 -0.251
C 3.06610 0.51201 2.06057 -0.311 0.233 -0.486
O 3.01568 0.30703 3.23565 0.231 -0.640 1.380
C 2.91010 -0.66711 1.06670 0.030 1.150 -0.621
C 1.98115 -0.29811 -0.13697 0.607 -0.829 -0.495
C 0.59938 -0.99347 -0.12159 -0.719 -0.767 1.168
N -0.15004 -0.65611 -1.40087 2.483 2.741 1.348
C -0.45204 0.65322 -1.37563 -0.136 -0.846 -0.525
N 0.02760 1.37937 -2.42089 -0.432 0.428 -0.444
N -1.18395 1.25572 -0.31595 0.493 -0.224 -1.024
C -0.53678 0.96411 1.01956 -1.167 -0.672 0.168
C -1.57127 1.42600 2.08611 -0.501 -1.033 -1.015
O -1.60702 2.84810 2.21638 0.653 -1.057 0.314
C -0.45370 3.32617 2.72986 -1.132 1.808 0.343
F 0.37885 3.74435 1.73633 -0.098 -1.047 0.177
F 0.17783 2.51049 3.55756 0.486 -0.437 -0.397
F -0.76912 4.41481 3.43897 -0.051 0.005 -0.075
C -0.33268 -0.55835 1.02714 -0.245 -0.333 0.849
C 0.04798 -1.15315 2.40724 0.520 -0.777 -0.291
O -1.15729 -1.61824 3.05675 0.124 0.492 -1.116
N -1.18716 -1.25139 4.42290 0.025 -0.094 1.301
O -0.49729 -1.91837 5.08012 -0.103 0.270 -0.283
H 2.48099 2.20566 1.13462 0.484 -0.015 -0.372
H 3.46365 2.45536 2.38736 0.102 -0.202 0.003
H 3.92191 -0.84696 0.66703 -0.351 -0.012 0.183
H 2.58052 -1.57299 1.58683 0.177 0.420 0.008
H 1.93652 0.80238 -0.21459 -0.305 -0.433 -0.101
H 2.49866 -0.64367 -1.05547 -0.293 0.238 0.303
H 0.69868 -2.09486 -0.10291 0.042 0.486 -0.048
H 0.49364 -0.79502 -2.18360 -0.819 -0.621 -0.412
H 1.01199 1.61449 -2.43628 -0.125 -0.546 -0.424
H -0.57809 1.72198 -3.15665 0.090 0.623 0.555
H -2.10424 0.80559 -0.34204 0.104 0.172 0.421
H 0.40505 1.51463 1.15246 -0.369 -0.144 -0.361
H -1.46631 0.88909 3.04037 0.241 0.540 -0.243
H -2.56170 1.12456 1.69970 0.308 0.358 0.292
H -1.33124 -0.97899 0.78920 0.475 -0.064 0.208
H 0.61090 -0.45133 3.05009 -0.322 -0.207 -0.222
H 0.67884 -2.04975 2.27213 -0.155 0.454 0.016
C 1.49217 6.22266 2.63785 0.224 0.216 0.101
C 2.96393 6.03316 2.90381 0.232 -0.075 0.060
O 3.43496 4.93108 3.16902 -0.110 -0.108 -0.119
N 3.76843 7.12256 2.84125 -0.318 -0.240 -0.022
C 3.39949 8.49457 2.54508 0.472 -0.115 0.105
H 0.99945 5.27064 2.72704 0.411 0.465 0.124
H 1.05766 6.90849 3.36705 -0.018 0.106 -0.136
H 1.33831 6.60361 1.62628 -0.090 0.123 0.075
H 4.73802 6.91782 3.02986 -0.019 0.049 -0.002
H 3.95026 8.82510 1.66301 -0.133 0.162 -0.005
H 3.67786 9.12494 3.39087 -0.124 0.149 -0.088
H 2.33507 8.59547 2.35992 0.021 -0.086 0.023
C -2.71015 -1.62275 -5.71300 0.156 0.028 -0.040
C -2.34645 -1.71696 -4.25361 -0.015 -0.019 0.279
O -1.18897 -1.57039 -3.85684 0.129 0.112 -0.127
N -3.33522 -1.97061 -3.37083 0.258 0.017 -0.427
C -4.75495 -2.17240 -3.63086 0.118 0.051 0.352
H -1.81318 -1.41627 -6.29159 0.026 -0.018 0.113
H -3.13620 -2.56561 -6.05789 -0.140 0.098 -0.039
H -3.42178 -0.81171 -5.87295 -0.112 -0.130 -0.050
H -3.01573 -2.02048 -2.41448 -0.087 -0.060 -0.003
H -5.31731 -1.42112 -3.08172 -0.204 -0.141 -0.084
H -5.03678 -3.16035 -3.26612 -0.182 0.046 -0.069
H -4.99098 -2.09878 -4.68806 0.129 0.015 0.004
C -8.54351 -0.02061 -2.86957 -0.208 -0.033 0.014
C -8.10308 -1.27545 -2.16726 0.081 -0.003 0.148
O -6.99394 -1.38250 -1.65235 -0.002 0.027 0.020
N -8.97740 -2.31076 -2.11566 0.122 0.293 -0.100
C -10.32014 -2.37720 -2.66090 0.192 -0.398 0.250
H -7.74187 0.71233 -2.82978 0.033 -0.101 0.023
H -8.76542 -0.23611 -3.92060 -0.017 0.144 0.365
H -9.42250 0.39850 -2.37460 -0.028 -0.017 -0.057
H -8.61698 -3.11840 -1.63100 -0.057 0.013 -0.007
H -11.02142 -2.57357 -1.84817 -0.155 0.055 -0.134
H -10.37011 -3.19977 -3.37610 -0.185 0.086 -0.072
H -10.59908 -1.45428 -3.15833 0.098 0.003 0.029
C 4.68367 -0.43408 6.22259 0.009 -0.022 -0.038
C 6.14839 -0.47429 6.57589 0.158 -0.230 0.127
O 6.73945 -1.52491 6.77760 -0.210 0.085 0.013
N 6.80869 0.71236 6.66556 -0.293 -0.144 -0.106
C 6.28188 2.04934 6.46190 0.499 -0.101 0.133
H 4.29625 -1.44890 6.18802 0.136 -0.008 0.040
H 4.12861 0.12351 6.97864 -0.053 0.091 -0.128
H 4.54455 0.02291 5.24216 -0.153 0.101 0.089
H 7.78298 0.61342 6.90570 -0.037 0.048 0.032
H 6.83701 2.52846 5.65328 -0.164 0.159 -0.007
H 6.42312 2.62750 7.37668 -0.139 0.150 -0.081
H 5.22655 2.03347 6.20913 0.035 -0.078 0.001
C 11.55250 -0.21388 3.93606 0.036 0.044 -0.040
C 11.72264 -1.58401 4.54709 0.193 -0.349 0.095
O 12.76047 -2.21712 4.43458 -0.007 0.118 -0.066
N 10.67217 -2.10166 5.23675 0.125 0.407 -0.281
C 9.36859 -1.50432 5.47573 0.374 -0.526 0.142
H 12.46926 0.06169 3.42167 0.017 -0.122 0.058
H 10.73632 -0.22122 3.21173 -0.059 0.118 0.088
H 11.35478 0.52555 4.71377 -0.124 0.036 -0.086
H 10.85477 -3.01747 5.61707 -0.037 0.033 0.010
H 9.21398 -1.41879 6.54985 -0.235 0.054 -0.063
H 8.60188 -2.15844 5.06248 -0.190 0.183 0.117
H 9.28520 -0.52124 5.02040 0.095 -0.043 -0.048
C 1.02010 -6.28954 -1.88442 0.031 0.043 0.086
C 0.07514 -5.12405 -2.02604 -0.139 0.172 -0.043
O -0.01554 -4.25065 -1.16882 0.129 0.215 0.156
N -0.68742 -5.05841 -3.14204 0.199 -0.172 0.240
C -0.72605 -5.98410 -4.25907 -0.294 0.412 0.005
H 1.55716 -6.20087 -0.94383 -0.080 0.079 -0.013
H 0.46448 -7.22800 -1.87900 0.097 -0.037 -0.113
H 1.74506 -6.28972 -2.69952 -0.055 -0.148 -0.027
H -1.29285 -4.25056 -3.16796 0.074 0.022 -0.069
H -0.46579 -5.44511 -5.17164 0.031 -0.182 -0.087
H -1.73977 -6.37563 -4.35742 0.083 -0.154 -0.123
H -0.03617 -6.81051 -4.12363 -0.002 0.052 0.062
C -6.85490 0.39877 -7.79464 0.056 -0.020 0.038
C -7.98215 0.36552 -6.79389 -0.147 -0.073 0.215
O -7.88665 -0.23181 -5.72714 0.196 -0.034 -0.444
N -9.12395 1.02397 -7.10846 0.370 -0.111 -0.078
C -9.42260 1.78023 -8.31179 -0.354 -0.036 0.363
H -6.01498 -0.16943 -7.40334 -0.098 -0.011 0.076
H -7.17112 -0.05335 -8.73547 0.050 0.133 -0.060
H -6.53022 1.42621 -7.96490 -0.030 -0.034 -0.155
H -9.83465 0.96013 -6.39582 -0.017 0.029 -0.061
H -9.65771 2.80818 -8.03237 0.025 0.047 -0.202
H -10.29372 1.33905 -8.79788 0.054 0.111 -0.170
H -8.58875 1.78091 -9.00600 0.015 -0.046 0.072
```
Positions in Å, forces in eV/Å.